Record 1
Molecular formula: C16H12F3IIrN2O4
Method: DFT, ωB97M-V with the def2-TZVPD basis set

- relative energy (zero: lowest compared OMol25 entry of this formula, charge and spin) (kJ/mol) = 19.2
- LUMO level (alpha / beta) (eV) = -5.02 / -5.02
- frontier orbital gap (alpha / beta) (eV) = 6.61 / 6.61
- HOMO energy (alpha / beta) (eV) = -11.64 / -11.64
- net charge = +1

Each line ends with the Löwdin charge.
CARTESIAN COORDINATES (ANGSTROEM)
Ir  0.3227  -0.5474  0.5385  1.182
C  -0.8901  -3.9043  -2.2133  -0.007
C  -1.8554  -3.4455  -1.1659  -0.248
N  -2.8759  -4.2067  -0.8600  0.150
C  -3.7362  -3.8299  0.1121  -0.067
C  -3.5958  -2.6959  0.8603  -0.134
C  -4.5949  -2.3551  1.9370  -0.184
O  -3.9863  -1.9626  3.1659  -0.058
C  -2.4947  -1.8448  0.5604  -0.080
C  -2.3613  -0.6080  1.2656  0.008
N  -1.3740  0.2314  1.1018  -0.081
C  -1.3866  1.5686  1.6387  -0.279
C  -2.3952  2.0443  2.4728  0.005
C  -2.3479  3.3427  2.9484  -0.038
C  -1.3131  4.1976  2.5964  -0.045
C  -0.3297  3.7604  1.7254  -0.119
C  -0.3884  2.4627  1.2496  -0.576
I  0.9828  1.8545  -0.2115  1.224
C  -1.6305  -2.2077  -0.4959  -0.267
O  -0.6360  -1.4536  -0.9378  -0.212
H  -1.2907  -4.7854  -2.7057  0.089
H  0.0675  -4.1599  -1.7534  0.092
H  -0.6976  -3.1226  -2.9471  0.087
H  -4.5695  -4.5018  0.2813  0.124
H  -5.2658  -3.2024  2.0844  0.129
H  -5.2111  -1.5078  1.6291  0.135
H  -3.6259  -2.7428  3.6012  0.104
H  -3.1629  -0.3245  1.9323  0.120
H  -3.2234  1.4184  2.7715  0.118
H  -3.1380  3.6890  3.6002  0.122
H  -1.2777  5.2056  2.9852  0.122
H  0.4667  4.4245  1.4181  0.110
F  1.6117  -3.1381  4.1047  0.198
C  0.7192  -2.1533  4.1445  -0.565
F  -0.4814  -2.6638  4.4339  0.180
F  1.0595  -1.2779  5.0741  0.202
C  0.6483  -1.4732  2.7676  -0.466
O  0.1661  -2.1292  1.7793  -0.051
O  1.0234  -0.2919  2.5848  -0.023


Record 2
Molecular formula: C14H23AlCaCl9F9KMgO5P
Method: DFT, ωB97M-V with the def2-TZVPD basis set

- LUMO level (eV) = -4.51
- frontier orbital gap (eV) = 1.20
- HOMO energy (eV) = -5.71

Each line ends with the Löwdin charge.
CARTESIAN COORDINATES (ANGSTROEM)
F  1.4857  0.7198  -1.7129  0.056
C  0.7484  0.4498  -0.6353  -0.590
F  0.5580  1.5858  0.0403  0.156
F  1.4344  -0.3594  0.1504  0.168
C  -0.6008  -0.1987  -1.0056  -0.443
F  -1.2913  -0.3348  0.1508  0.122
F  -0.2766  -1.4634  -1.4229  0.059
C  -1.3515  0.4947  -2.1092  -0.098
C  -1.9826  1.8455  -1.7524  -0.249
C  -3.1266  1.8371  -0.7401  -0.407
P  -4.4779  0.5333  -1.0853  0.706
H  -0.6160  0.6812  -2.8916  0.128
H  -2.0852  -0.1794  -2.5435  0.124
H  -2.4047  2.2287  -2.6831  0.109
H  -1.2313  2.5762  -1.4482  0.093
H  -2.7907  1.7663  0.2942  0.067
H  -3.6322  2.8016  -0.8163  0.075
H  -4.5990  0.9842  -2.4252  -0.027
H  -3.6409  -0.5538  -0.7355  -0.003
H  -5.2689  1.1150  -0.0385  -0.001
H  -5.5938  -0.4540  -1.4098  -0.222
C  4.8735  -1.7964  -2.6148  -2.011
Cl  6.0597  -0.9515  -3.5928  0.576
Cl  5.5822  -2.3214  -1.1018  0.578
Cl  3.5051  -0.7259  -2.2764  0.567
Cl  4.2933  -3.2224  -3.5226  0.407
Mg  2.2701  -4.0975  -1.9573  0.542
C  2.5103  -8.6107  2.9641  -0.025
C  1.4990  -7.9625  2.0473  -0.507
O  0.5379  -8.5626  1.6350  0.075
C  1.7530  -6.5193  1.6705  -0.040
H  2.2154  -9.6387  3.1564  0.080
H  3.4975  -8.6030  2.4995  0.085
H  2.5599  -8.0703  3.9106  0.083
H  2.7099  -6.4317  1.1525  0.070
H  1.7706  -5.8947  2.5649  0.083
H  0.9585  -6.1749  1.0126  0.062
C  -8.8392  -2.3514  0.1868  -2.047
Cl  -7.9935  -1.8246  -1.2689  0.441
Cl  -8.4895  -1.2274  1.5141  0.488
Cl  -10.5897  -2.3934  -0.0842  0.501
Cl  -8.2874  -3.9690  0.6426  0.503
Cl  -5.9710  -1.1718  -3.1192  -0.243
C  2.4612  4.8087  3.3782  -0.101
C  1.2670  5.1506  2.4220  -0.610
C  1.5559  4.7072  0.9595  -0.199
O  1.1205  6.5082  2.4109  -0.298
H  3.3653  5.3308  3.0955  -0.066
H  2.2595  5.0888  4.4070  0.110
H  2.6973  3.7394  3.3738  0.105
H  0.4504  4.4932  2.7612  0.162
H  2.4171  5.2425  0.5373  -0.122
H  0.7085  4.8972  0.3026  0.041
H  1.7773  3.6362  0.9017  0.096
K  1.6378  6.1943  -1.2454  0.840
C  7.4876  -5.2404  -1.9211  -0.945
O  6.8149  -4.6253  -2.7549  0.059
O  6.9631  -5.9175  -0.9878  0.191
O  8.7432  -5.2676  -1.8750  0.200
Ca  3.3999  6.3562  1.7296  1.395
F  -1.6648  9.3174  1.5993  -0.170
Al  -2.1980  8.2924  0.3986  -0.211
F  -2.6043  9.1388  -0.9809  -0.175
F  -3.4455  7.3189  0.9161  -0.169
F  -0.8962  7.2753  -0.0276  -0.226


Record 3
Molecular formula: C4H6NO2S
Method: DFT, ωB97M-V with the def2-TZVPD basis set

- relative energy (zero: lowest compared OMol25 entry of this formula, charge and spin) (kJ/mol) = 42.8
- LUMO level (alpha / beta) (eV) = 0.66 / -2.12
- frontier orbital gap (alpha / beta) (eV) = 10.23 / 7.06
- ⟨S²⟩ = 0.7528
- HOMO energy (alpha / beta) (eV) = -9.57 / -9.18
- spin multiplicity = 2

Each line ends with the Mulliken spin population.
CARTESIAN COORDINATES (ANGSTROEM)
O  -1.2178  1.9584  0.1873  -0.001
C  -0.3785  1.1535  -0.0993  -0.004
N  0.0134  1.1974  -1.5277  0.002
C  1.2893  1.0235  -1.9947  0.000
O  2.1995  0.6380  -1.2936  0.000
C  0.2446  0.1439  0.7705  0.008
C  -0.0743  -1.3299  0.4344  -0.043
S  -1.0215  -2.2136  1.6758  0.991
H  -0.6008  1.6341  -2.1973  0.000
H  1.3294  1.2868  -3.0669  0.000
H  1.3213  0.3076  0.8724  -0.004
H  0.0113  0.4094  1.8154  -0.004
H  -0.7165  -1.3435  -0.4811  0.042
H  0.8290  -1.8792  0.1567  0.012


Record 4
Molecular formula: C43H45F6HfN3O10PS2
Method: DFT, ωB97M-V with the def2-TZVPD basis set

- relative energy (zero: lowest compared OMol25 entry of this formula, charge and spin) (kJ/mol) = 488.0
- LUMO level (alpha / beta) (eV) = -2.60 / -2.60
- frontier orbital gap (alpha / beta) (eV) = 4.09 / 4.10
- HOMO energy (alpha / beta) (eV) = -6.70 / -6.71
- net charge = +1

Each line ends with the Löwdin charge.
CARTESIAN COORDINATES (ANGSTROEM)
Hf  -0.3478  0.6079  0.5731  1.521
C  -0.3277  -2.0051  2.0437  -0.137
C  0.6616  -2.6915  1.1186  -0.106
O  0.9829  -1.8004  0.0266  -0.115
C  0.6717  -2.2559  -1.2740  -0.328
C  -0.7958  -2.0483  -1.6370  -0.118
O  -1.2222  -0.7226  -1.3705  -0.222
C  -2.6119  -0.5285  -1.6694  -0.121
C  -3.0836  0.7123  -0.9322  -0.123
O  -2.5701  0.7323  0.4004  -0.268
C  -3.2959  -0.0058  1.4142  -0.098
C  -2.7113  -1.4121  1.6638  -0.098
O  -1.3498  -1.4607  1.1835  -0.261
H  0.1723  -1.1922  2.5659  0.119
H  -0.7540  -2.7031  2.7654  0.147
H  0.2466  -3.6211  0.7241  0.135
H  1.5825  -2.9055  1.6587  0.142
H  0.8585  -3.3290  -1.3713  0.151
H  1.6030  -0.5307  -1.9155  0.070
H  -1.4072  -2.7555  -1.0676  0.139
H  -0.9146  -2.2677  -2.7032  0.133
H  -3.1718  -1.4123  -1.3447  0.134
H  -2.7491  -0.4007  -2.7454  0.143
H  -4.1730  0.7661  -0.9200  0.145
H  -2.6824  1.6054  -1.4085  0.119
H  -4.3509  -0.0646  1.1506  0.142
H  -3.1828  0.5841  2.3170  0.094
H  -3.2796  -2.1719  1.1243  0.127
H  -2.7584  -1.6283  2.7307  0.131
F  3.7178  2.0554  -0.3506  0.118
C  3.5212  2.7946  0.7542  -0.680
F  3.8699  4.0350  0.5010  0.180
F  4.2762  2.2939  1.7230  0.162
S  1.7294  2.6913  1.1659  0.654
O  1.5336  1.2139  1.2779  -0.375
O  1.4677  3.5137  2.2882  -0.186
N  1.1280  3.2892  -0.1645  -0.305
S  0.5786  2.3322  -1.3162  0.599
O  0.8801  0.8609  -1.1320  -0.528
O  -0.6613  2.7289  -1.9755  -0.341
C  1.7572  2.7099  -2.7453  -0.645
F  2.4972  1.6115  -3.0198  0.097
F  2.5850  3.7016  -2.4616  0.151
F  1.0830  3.0140  -3.8435  0.140
N  1.6008  -1.5380  -2.1344  -0.045
P  2.1052  -1.9671  -3.6251  1.023
C  3.8357  -1.5481  -3.7246  -0.287
C  4.4377  -0.7946  -2.7203  -0.063
C  5.7756  -0.4489  -2.8378  -0.047
C  6.5035  -0.8442  -3.9498  -0.050
C  5.8997  -1.5860  -4.9586  -0.056
C  4.5661  -1.9388  -4.8495  -0.073
C  1.1431  -1.1170  -4.8673  -0.283
C  1.3381  -1.3973  -6.2219  -0.075
C  0.6260  -0.6943  -7.1783  -0.053
C  -0.2717  0.2940  -6.7876  -0.046
C  -0.4596  0.5789  -5.4443  -0.047
C  0.2484  -0.1229  -4.4789  -0.068
C  1.8828  -3.7240  -3.7858  -0.299
C  0.7249  -4.2392  -4.3664  -0.070
C  0.4779  -5.6033  -4.3068  -0.054
C  1.3801  -6.4444  -3.6689  -0.051
C  2.5482  -5.9339  -3.1159  -0.053
C  2.8005  -4.5726  -3.1658  -0.062
H  3.8753  -0.4884  -1.8483  0.102
H  6.2499  0.1296  -2.0562  0.117
H  7.5500  -0.5800  -4.0301  0.115
H  6.4680  -1.8894  -5.8279  0.114
H  4.1022  -2.5364  -5.6258  0.104
H  2.0324  -2.1717  -6.5266  0.106
H  0.7695  -0.9149  -8.2278  0.115
H  -0.8284  0.8412  -7.5374  0.116
H  -1.1529  1.3533  -5.1412  0.119
H  0.0985  0.1066  -3.4297  0.085
H  0.0373  -3.5815  -4.8852  0.110
H  -0.4187  -6.0105  -4.7556  0.115
H  1.1759  -7.5057  -3.6072  0.116
H  3.2617  -6.5975  -2.6457  0.116
H  3.7131  -4.1657  -2.7454  0.120
C  -2.0732  0.0221  8.6696  -0.049
C  -2.5474  0.5080  7.3225  -0.222
C  -3.3554  -0.3181  6.5449  -0.059
C  -3.8404  0.1150  5.3192  -0.092
C  -3.5170  1.3803  4.8611  -0.040
C  -2.6765  2.2003  5.6121  -0.219
N  -2.3750  3.4929  5.1524  0.099
C  -2.2993  3.8458  3.8093  -0.196
C  -2.8787  5.0366  3.3685  -0.011
C  -2.8837  5.3775  2.0266  -0.069
C  -2.3056  4.5339  1.0835  -0.064
C  -1.6820  3.3815  1.5204  -0.066
C  -1.6519  3.0300  2.8737  -0.079
C  -0.8265  1.8387  3.3061  -0.514
O  -0.2235  1.7828  4.3404  0.145
O  -0.8340  0.8240  2.4259  -0.218
C  -2.1856  1.7736  6.8483  -0.167
C  -1.2830  2.6937  7.6255  -0.027
H  -2.5635  -0.9149  8.9295  0.073
H  -2.2937  0.7484  9.4531  0.085
H  -0.9942  -0.1496  8.6722  0.087
H  -3.6222  -1.3012  6.9152  0.104
H  -4.5036  -0.5186  4.7403  0.097
H  -3.9453  1.7701  3.9435  0.113
H  -2.4374  4.2415  5.8207  0.142
H  -3.3470  5.6888  4.0974  0.114
H  -3.3594  6.2992  1.7140  0.107
H  -2.3096  4.7866  0.0298  0.108
H  -1.1376  2.7344  0.7856  0.023
H  -0.5730  3.1696  6.9470  0.085
H  -0.7212  2.1585  8.3872  0.070
H  -1.8536  3.4809  8.1301  0.091